# 1
DFT (the ωB97M-V functional and the def2-TZVPD basis) results for an isolated ion of composition C5H15N3 and charge +2.

Its total charge is +2. Its molar mass is 117.2 u. The spin multiplicity is 1. As for the maximum force: 4.80 eV/Å. Its energy is -363.0558 Eh. For the relative energy (zero: lowest compared OMol25 entry of this formula, charge and spin), the calculation gives 415.7 kJ/mol. Its highest occupied orbital energy is -0.7177 hartree. The value obtained for the LUMO energy is -0.282 hartree.

Last column: Mulliken charge in e.
Positions of all 23 atoms, in Å:
C1 -1.3148 0.6801 0.0354  1.34
C2 -2.4794 0.1962 0.8251  -1.57
C3 1.9701 -0.1773 1.1258  -1.08
C4 2.0973 -0.0873 -0.4213  -0.47
C5 0.7725 0.2294 -1.1806  -0.92
N1 -1.2305 1.9387 -0.1549  -0.24
N2 -0.4166 -0.1791 -0.4792  0.09
N3 -0.4929 -1.5951 -0.5113  -0.42
H1 -3.2603 0.9009 0.6655  0.42
H2 -2.8154 -0.8420 0.5407  0.42
H3 -2.1149 0.3026 1.7792  0.43
H4 1.8869 0.6851 1.7378  0.34
H5 1.1702 -0.9504 1.4780  0.20
H6 2.8760 -0.5885 1.5429  0.35
H7 2.4333 -0.9825 -0.8243  0.43
H8 2.8487 0.6236 -0.7557  0.44
H9 0.8102 1.3464 -1.3805  0.27
H10 0.8109 -0.2762 -2.1748  0.37
H11 -1.8232 2.4981 0.3892  0.26
H12 -0.3693 2.2002 -0.7669  0.21
H13 -1.2295 -1.9315 0.1121  0.29
H14 0.4753 -2.0291 -0.1143  0.44
H15 -0.6048 -1.9623 -1.4679  0.40

Forces on the atoms, in the same order (eV/Å):
-1.5 -2.7 0.0
0.1 -1.4 -2.5
-0.6 -2.3 -0.2
-1.3 1.3 1.2
2.0 1.6 -1.1
4.1 -0.3 -2.6
0.7 0.5 -0.8
1.9 -0.8 1.7
-0.9 0.2 0.0
0.2 1.2 0.6
0.3 -0.4 2.9
-0.7 1.3 -0.1
1.1 1.3 -0.5
0.5 -0.5 -0.2
0.9 -2.0 -0.4
0.0 0.2 0.2
-0.4 -1.5 0.0
-0.3 0.6 0.5
-0.7 1.7 0.4
-2.5 0.7 1.8
-0.2 -0.3 -0.1
-2.3 1.2 -0.8
-0.3 0.2 0.0



# 2
DFT (the ωB97M-V functional and the def2-TZVPD basis) results for an isolated ion of composition C5H15N3 and charge +2.

Its total charge is +2. Its molar mass is 117.2 u. The spin multiplicity is 1. As for the maximum force: 1.39 eV/Å. Its energy is -363.2141 Eh. For the relative energy (zero: lowest compared OMol25 entry of this formula, charge and spin), the calculation gives 0.0 kJ/mol. Its highest occupied orbital energy is -0.6577 hartree. The value obtained for the LUMO energy is -0.223 hartree.

Last column: Mulliken charge in e.
Positions of all 23 atoms, in Å:
C1 -1.7844 2.1061 -1.0596  -0.76
C2 -0.8719 0.9145 -1.3034  -0.58
C3 -0.7140 0.1251 0.0208  -0.78
C4 0.3190 -1.0265 -0.1136  -0.73
N1 0.7731 -1.4467 1.2206  -0.20
C5 1.9568 -1.9834 1.4083  0.22
N2 2.3249 -2.5129 2.5473  -0.28
N3 -1.7015 3.1386 -2.1839  -0.25
H1 -1.5182 2.6180 -0.1426  0.42
H2 -2.8196 1.8057 -1.0035  0.34
H3 -1.2354 0.2626 -2.0981  0.36
H4 0.1229 1.2652 -1.6109  0.46
H5 -0.3807 0.8092 0.7995  0.43
H6 -1.6788 -0.3265 0.2391  0.39
H7 -0.1999 -1.8521 -0.6057  0.29
H8 1.1914 -0.6325 -0.6267  0.44
H9 0.0585 -1.7039 1.8929  0.29
H10 2.6909 -2.0067 0.6245  0.34
H11 3.2709 -2.8592 2.6513  0.27
H12 1.7174 -2.5736 3.3526  0.23
H13 -2.3757 2.9186 -2.9175  0.38
H14 -0.7621 3.1419 -2.5902  0.35
H15 -1.9053 4.0623 -1.8013  0.36

Forces on the atoms, in the same order (eV/Å):
0.1 -0.1 -0.4
0.6 -0.1 0.4
0.4 -0.3 -0.8
-0.9 1.0 0.4
0.0 -0.7 -0.5
-0.2 -0.1 0.9
0.3 -0.1 -0.2
0.1 -0.5 0.5
0.1 0.1 0.1
-0.3 0.0 0.1
-0.1 0.0 0.0
-0.1 0.0 0.0
-0.2 0.0 0.2
-0.1 0.2 0.5
0.6 -0.1 -0.3
0.1 -0.4 -0.3
-0.1 0.3 0.1
0.1 0.3 -0.4
-0.2 0.0 0.0
0.0 0.0 0.0
0.0 0.1 -0.1
-0.1 0.2 0.0
-0.1 0.2 -0.2



# 3
DFT (the ωB97M-V functional and the def2-TZVPD basis) results for an isolated ion of composition C5H15N3 and charge +2.

Its total charge is +2. Its molar mass is 117.2 u. The spin multiplicity is 3. The expectation value of S² is 2.009. As for the maximum force: 5.41 eV/Å. Its energy is -362.9062 Eh. For the relative energy (zero: lowest compared OMol25 entry of this formula, charge and spin), the calculation gives 91.4 kJ/mol. Its highest occupied orbital energy (alpha / beta) is -0.6305 / -0.7014 hartree. The value obtained for the LUMO energy (alpha / beta) is -0.249 / -0.447 hartree.

Last column: Mulliken spin population.
Positions of all 23 atoms, in Å:
C1 0.9467 0.6684 0.0848  0.00
C2 3.4440 0.2045 -0.0949  0.03
C3 -0.0195 -1.5443 -0.3311  0.00
C4 -2.5690 -0.6139 0.3081  -0.02
C5 -1.8442 1.6387 -0.1836  -0.01
N1 2.1293 -0.0564 0.4429  0.80
N2 -0.2501 -0.2251 0.0251  0.36
N3 -1.4937 0.2483 0.1234  0.50
H1 0.5775 1.4398 0.8115  0.04
H2 0.8730 1.0403 -1.0313  0.02
H3 3.9456 -0.7273 -0.1618  0.04
H4 3.3305 0.5354 -1.1922  0.00
H5 3.8760 0.7907 0.7080  0.07
H6 0.8797 -1.7713 -0.8238  0.01
H7 -0.2985 -2.3815 0.4482  0.03
H8 -0.6656 -1.9627 -1.0606  0.01
H9 -3.5050 -0.2007 0.7447  0.02
H10 -2.9779 -1.2467 -0.6493  0.06
H11 -2.3804 -1.3364 0.9626  0.01
H12 -1.8421 2.1149 0.8657  0.04
H13 -1.2642 2.2294 -0.7890  0.01
H14 -2.8369 1.7449 -0.4847  0.01
H15 1.9447 -0.5891 1.2774  -0.03

Forces on the atoms, in the same order (eV/Å):
-3.4 1.1 -3.1
-1.9 -0.1 -1.9
-1.9 -4.7 1.4
-4.0 -1.1 -3.5
0.1 0.1 4.9
-1.2 1.0 -0.4
0.4 0.5 0.9
0.6 1.6 -1.3
1.3 -0.1 -0.4
1.6 0.1 2.2
0.8 -1.1 0.4
0.4 0.4 2.1
0.9 0.8 -0.2
1.8 0.2 0.0
1.2 1.8 -0.6
-1.3 0.5 -1.2
0.9 0.8 -0.6
1.2 1.8 1.6
1.4 -3.2 2.8
0.0 -0.1 -1.5
2.0 0.7 -1.7
-1.6 -0.5 -0.7
0.7 -0.7 0.7



# 4
DFT (the ωB97M-V functional and the def2-TZVPD basis) results for a 2-piece molecular cluster, C5H15N3O overall.

Its total charge is 0. Its molar mass is 133.2 u. The spin multiplicity is 1. As for the maximum force: 0.52 eV/Å. Its energy is -438.9629 Eh. For the relative energy (zero: lowest compared OMol25 entry of this formula, charge and spin), the calculation gives 189.1 kJ/mol. Its highest occupied orbital energy is -0.3410 hartree. The value obtained for the LUMO energy is 0.036 hartree.

Last column: Mulliken charge in e.
Positions of all 24 atoms, in Å:
C1 -1.7530 -1.2516 1.0955  0.20
C2 -1.5596 -2.0514 0.0614  -1.05
C3 -0.8119 -1.1252 2.2461  -1.05
C4 -0.7340 1.5805 -0.7570  -1.55
H1 -2.6405 -0.6318 1.1512  0.38
H2 -0.0621 -0.7116 -1.0812  0.21
H3 -2.2644 -2.1133 -0.7474  0.30
H4 -0.6942 -2.6920 0.0016  0.37
H5 0.0239 -1.8136 2.1375  0.28
H6 -1.3266 -1.3363 3.1858  0.39
H7 -0.4246 -0.1048 2.3055  0.25
H8 -0.8116 2.6594 -0.6778  0.44
H9 -1.3399 1.2545 -1.5978  0.33
H10 -1.0893 1.1173 0.1512  0.30
C5 0.7228 1.1884 -0.9980  0.92
N1 1.7593 -0.9788 -0.4100  -0.65
N2 1.5250 1.6009 0.1305  -0.59
O1 1.1862 1.8218 -2.1870  -0.55
N3 0.8397 -0.2574 -1.2132  -0.29
H11 1.2561 1.1346 -2.8679  0.36
H12 2.6949 -0.7743 -0.7614  0.26
H13 1.7138 -0.6670 0.5654  0.26
H14 1.2830 2.5488 0.3976  0.23
H15 2.5070 1.6029 -0.1307  0.26

Forces on the atoms, in the same order (eV/Å):
0.0 0.0 0.2
-0.2 -0.1 0.0
0.0 0.0 0.0
0.5 -0.1 -0.2
-0.1 0.0 -0.1
0.3 0.3 -0.1
-0.2 0.0 -0.2
0.2 -0.1 0.0
0.1 0.0 0.0
0.1 0.0 0.0
0.1 0.0 0.1
0.0 0.2 0.0
-0.1 -0.1 -0.1
-0.2 -0.1 0.2
-0.1 -0.1 0.1
0.4 0.1 -0.1
-0.1 0.2 0.0
0.2 0.1 -0.3
-0.4 -0.3 0.2
-0.1 0.1 0.3
-0.3 -0.2 0.2
0.1 0.1 -0.4
0.0 -0.1 -0.1
-0.1 0.0 0.0



# 5
DFT (the ωB97M-V functional and the def2-TZVPD basis) results for C5H15N3O as an isolated structure.

Its total charge is 0. Its molar mass is 133.2 u. The spin multiplicity is 1. As for the maximum force: 3.27 eV/Å. Its energy is -438.8603 Eh. For the relative energy (zero: lowest compared OMol25 entry of this formula, charge and spin), the calculation gives 458.5 kJ/mol. Its highest occupied orbital energy (alpha / beta) is -0.2076 / -0.2077 hartree. The value obtained for the LUMO energy (alpha / beta) is 0.021 / 0.021 hartree.

Last column: Mulliken charge in e.
Positions of all 24 atoms, in Å:
C1 -1.3158 -0.0239 -0.1994  0.50
C2 0.7636 -1.5216 0.9428  -0.54
C3 -1.8619 0.0495 -1.6092  -1.48
C4 -2.2701 -0.6864 0.7499  -1.65
O1 -0.9839 1.2949 0.2737  -0.50
H1 -1.7881 1.8328 0.3394  0.26
H2 -2.0662 -0.9478 -2.0026  0.30
H3 -3.1937 -0.0952 0.8815  0.47
H4 0.0604 -2.2782 0.6264  0.22
H5 1.7386 -1.9563 1.1355  0.37
H6 0.3555 -0.8210 1.6624  0.23
H7 -2.8064 0.6236 -1.6519  0.43
H8 -1.1593 0.5433 -2.2840  0.28
H9 -2.5694 -1.6716 0.3854  0.32
H10 -1.8458 -0.7886 1.7551  0.30
C5 2.1188 0.4484 -0.2618  0.60
N1 3.2932 0.3451 0.4508  -0.50
N2 1.7682 1.7165 -0.6448  -0.42
N3 1.3931 -0.5916 -0.5471  -0.50
H11 0.7682 1.8482 -0.7825  0.27
H12 2.2393 2.5019 -0.2268  0.24
H13 3.5416 -0.5856 0.7414  0.26
H14 3.4914 1.0582 1.1370  0.22
H15 0.3288 -0.2945 -0.8713  0.32

Forces on the atoms, in the same order (eV/Å):
0.6 -0.5 -1.0
1.9 0.9 -2.2
-0.3 0.2 0.3
0.1 0.2 0.0
0.2 0.4 0.1
-0.2 0.1 0.0
0.0 0.0 0.0
-0.2 0.1 0.0
-0.1 0.3 -0.4
-0.1 -0.1 0.6
0.2 0.1 -0.2
-0.2 0.1 -0.1
0.0 0.0 -0.1
0.0 0.0 0.1
0.0 -0.1 0.0
0.4 1.3 1.0
-0.3 -0.1 0.0
-0.1 -0.8 -0.2
-2.9 -1.1 1.0
0.0 -0.1 0.2
0.2 -0.1 -0.1
0.0 0.0 0.0
0.0 0.0 -0.1
0.7 -0.7 1.2



Q: The lowest relative energy (zero: lowest compared OMol25 entry of this formula, charge and spin) belongs to which entry?
A: number 2